C23H50N10O5P | the ωB97M-V functional and the def2-TZVPD basis

Structure (XYZ):
```
89
Properties=species:S:1:pos:R:3
N 3.59 0.35 -0.01
H -0.40 1.54 -3.06
H -1.75 4.42 1.40
C 2.60 0.12 -0.88
H -0.71 -0.01 3.69
H -3.22 -1.57 4.07
C 5.02 -0.34 -2.78
O -5.05 2.84 2.47
H 0.33 -0.82 -2.43
C -2.97 -2.62 4.25
H -1.06 1.95 1.43
N 1.77 -0.12 1.12
H -4.83 4.54 -1.80
C 6.81 1.42 -2.29
N -5.66 3.15 -0.49
H 5.88 -5.30 0.46
H 7.02 -0.37 -3.57
H 5.65 -3.51 2.28
H -6.17 3.77 1.45
C -5.11 3.50 -1.79
N 1.46 -0.19 -0.19
C -4.17 2.22 1.92
H 1.65 -0.61 -4.29
N 6.79 -3.43 0.53
N 0.55 1.43 -3.40
H -5.17 -0.43 -4.55
H -2.49 -2.41 -3.17
H -3.49 4.77 1.29
O -1.03 -3.43 7.15
H 4.14 1.62 -2.60
H -1.73 -0.59 -2.28
N -2.99 2.75 1.52
C 6.70 -3.44 1.98
H 0.53 -0.39 -0.53
C -6.08 1.90 -0.27
O -2.49 1.28 -2.44
C -1.39 -3.26 6.00
C 6.28 0.36 -3.28
H 7.24 -4.29 2.39
H 5.98 0.89 -4.19
H -3.78 -3.39 7.27
C 6.29 -4.57 -0.22
N -2.61 -2.81 5.64
H -2.13 -2.90 3.61
H 3.61 0.67 -3.98
H -3.19 -1.73 7.34
H -5.86 3.32 -2.57
H 5.15 -0.70 -1.76
H -4.75 4.57 0.76
H -3.83 -3.24 3.99
H 7.88 1.41 -2.25
H 7.71 -1.59 0.51
C 3.86 0.63 -2.92
C 3.07 0.20 1.19
H 5.51 -4.24 -0.92
N 2.62 0.24 -2.20
C 0.88 -0.31 2.13
C -3.58 -2.50 6.68
C -2.51 0.08 -2.69
H -2.78 4.36 2.85
H -4.25 -2.46 -3.28
H -4.24 2.88 -2.00
H -4.11 1.00 -4.65
C 0.05 -0.16 2.97
H -3.28 -2.17 -4.74
O 7.46 -2.36 -1.36
C 7.35 -2.40 -0.15
C -3.35 -1.98 -3.66
H 6.38 1.23 -1.31
O -6.03 0.99 -1.09
C -4.51 0.23 -3.99
H -6.38 5.00 0.19
P 1.18 0.05 -3.14
C -2.73 4.16 1.78
H -4.26 1.14 1.67
N -3.41 -0.55 -3.42
H 6.48 2.41 -2.59
H -6.48 1.74 0.75
H 3.59 0.31 2.13
H 7.12 -2.52 2.38
H -1.78 2.36 -0.14
C -1.99 1.95 0.85
H -0.73 -3.47 5.14
H 4.87 -1.22 -3.41
H -5.06 0.71 -3.18
H 7.09 -5.02 -0.81
H -2.34 0.92 0.74
H -4.50 -2.15 6.22
C -5.75 4.18 0.54
```

Properties
HOMO level = -10.7 eV
HOMO-LUMO gap = 6.9 eV
LUMO energy = -3.8 eV
Total charge = +1
Calculated total energy = -59078.5603 eV
Spin multiplicity = 1